*1*
{"formula": "C2H4BrFO", "method": "ωB97M-V/def2-TZVPD", "orbital_gap_ev": 9.619, "lumo_energy_ha": 0.013, "e_homo_ev": -9.27, "total_charge": 0, "mol_weight_g_mol": 142.955, "species": ["C", "C", "O", "F", "Br", "H", "H", "H", "H"], "coordinates": [[-0.8912, 0.8084, 0.4913], [-0.8196, -0.4451, 0.1819], [-0.7957, -0.8046, -1.1038], [-0.9027, -1.5045, 1.0069], [3.0799, -0.1463, 0.0724], [-0.9365, 1.2269, 1.5739], [2.6890, 1.1552, -0.6691], [-0.8154, 1.4890, -0.2279], [-0.6079, -1.7790, -1.3256]]}



*2*
{"formula": "C2H4BrFO", "method": "ωB97M-V/def2-TZVPD", "orbital_gap_ev": 10.279, "lumo_energy_ha": 0.016, "e_homo_ev": -9.83, "total_charge": 0, "mol_weight_g_mol": 142.955, "species": ["C", "C", "O", "F", "Br", "H", "H", "H", "H"], "coordinates": [[-0.0800, -0.1605, -1.9284], [-0.2216, -0.2981, 2.3539], [0.3209, 0.3255, 1.4130], [0.2991, -0.0001, 3.5360], [-1.8582, -0.6085, -1.1873], [0.3265, 0.3539, -0.9519], [0.4965, -0.9870, -2.1901], [-0.3372, 0.4288, -2.7532], [1.0540, 0.9461, 1.7080]]}



Name the most stable of them. *1*.